Model i:
DFT (the ωB97M-V functional and the def2-TZVPD basis) results for a cluster of 2 separate species, CH8N2S2 in total.

Geometry as XYZ:
```
13
Properties=species:S:1:pos:R:3
S -2.147 0.908 2.364
S -0.194 1.085 3.078
H -1.845 1.382 1.148
H 0.019 -0.235 3.154
N 0.859 -0.340 0.047
C 0.722 -0.755 -1.363
N -0.491 -0.198 -1.976
H 0.956 0.673 0.039
H 1.774 -0.684 0.334
H 0.608 -1.833 -1.372
H 1.465 -0.389 -2.066
H -0.443 0.815 -2.006
H -1.283 -0.431 -1.383
```

Values from the calculation:
lowest unoccupied orbital energy: 0.0110 Ha
SMILES: NCN.SS
highest occupied orbital energy: -9.200 eV

natural (NBO) atomic charge list, values in e, 8 entries: S -0.1236; S -0.1346; H 0.1236; H 0.1362; N -0.8407; C -0.0601; N -0.8280; H 0.3452

---

Model ii:
DFT (the ωB97M-V functional and the def2-TZVPD basis) results for a cluster of 2 separate species, CH8N2S2 in total.

Geometry as XYZ:
```
13
Properties=species:S:1:pos:R:3
S -2.583 1.187 -0.019
S -3.202 -0.557 -0.981
H -1.867 0.597 0.933
H -1.988 -1.126 -0.881
N 0.380 -0.809 0.632
C 1.467 0.129 0.313
N 1.515 0.376 -1.136
H -0.289 -0.341 1.227
H 0.673 -1.639 1.127
H 2.402 -0.334 0.629
H 1.351 1.030 0.914
H 1.548 1.380 -1.288
H 0.593 0.107 -1.470
```

Values from the calculation:
lowest unoccupied orbital energy: 0.0080 Ha
SMILES: NCN.SS
highest occupied orbital energy: -8.853 eV

natural (NBO) atomic charge list, values in e, 8 entries: S -0.1238; S -0.1376; H 0.1048; H 0.1513; N -0.8566; C -0.0553; N -0.8344; H 0.3462

---

Going by the energies, model i is most stable and the next is 19.1 kJ/mol up.